The following is a quantum chemistry calculation of a 2-piece molecular cluster, C2H6S overall at a distorted geometry, from the OMol25 dataset.

The geometry in XYZ format:
```
9
Properties=species:S:1:pos:R:3:forces:R:3
C 1.706924 -0.208014 0.228496 0.38 0.08 1.98
S 0.604992 0.274024 1.302341 2.22 0.25 1.01
H 1.812150 -1.277833 0.084559 0.23 0.03 -0.48
H 2.501936 0.469539 -0.056657 -0.20 -0.01 -0.69
C -1.307041 0.156715 -0.308015 -1.38 -0.83 -0.78
H -2.104582 -0.394749 -0.817951 0.26 0.07 -0.53
H -1.877494 0.869211 0.288504 0.46 -0.09 0.54
H -0.696254 -0.607022 0.231043 -1.69 0.62 -0.62
H -0.640632 0.718132 -0.952323 -0.27 -0.13 -0.43
```
Positions in Å, forces in eV/Å.

Values from the calculation:
Total charge ... 0
Energy relative to the best compared isomer or geometry (same formula, charge and spin) ... 229.8 kJ/mol
Orbital gap ... 8.3885 eV
SMILES string ... C=S.C

Here are the Mulliken charges for atoms 1 to 4, given in e:
1. C -0.424
2. S -0.196
3. H 0.259
4. H 0.281